(1)
Computed, not measured: an isolated molecule of C21H24N2O2, with the ωB97M-V functional and the def2-TZVPD basis.

Element x y z (Å)
C 0.565 -1.886 1.745
H 0.399 -0.948 4.402
H 1.466 3.196 -2.367
H 1.378 -5.462 0.577
H -2.381 2.353 -2.814
C -0.176 2.316 -0.378
H 1.909 -0.336 3.671
H 1.488 2.089 -4.565
H 2.138 -4.677 2.797
H -4.283 1.717 -1.478
C 1.277 0.500 -3.120
H 1.937 -1.074 5.293
O -0.858 -0.606 -3.071
H 1.710 -0.168 -3.868
C 1.149 -4.458 0.903
C 0.428 -3.611 0.076
C -0.332 1.739 2.334
H -0.364 1.530 3.394
C -1.406 1.954 0.232
H 2.049 0.751 -2.392
C 0.978 2.377 0.403
H 1.927 2.651 -0.036
C 0.888 2.087 1.746
C -0.603 -1.364 -0.394
C -3.746 1.598 -0.539
C -1.490 1.667 1.590
C 1.288 -2.735 2.574
H 0.325 -0.878 2.048
C 0.519 2.909 -2.828
C -1.792 2.303 -1.919
C 1.578 -4.030 2.141
H -1.244 -1.883 -1.110
N 0.352 -0.601 -1.174
H -4.208 2.238 0.218
H -2.429 1.396 2.049
C 0.763 1.762 -3.816
H 0.095 -3.946 -0.894
H 1.135 -0.214 -0.671
O 1.755 -2.401 3.810
H -0.169 1.511 -4.327
H 1.773 2.135 2.365
C 0.131 -2.325 0.499
H -1.217 -0.685 0.211
N -2.371 1.955 -0.732
H -3.834 0.557 -0.217
H 0.143 3.772 -3.384
C -0.455 2.535 -1.760
C 0.140 -0.268 -2.465
C 1.476 -1.115 4.307

Output
DFT total energy = -1074.64662 hartree
Structure (SMILES) = COc1cccc(CNC(=O)CCCc2cn(C)c3ccccc23)c1
2S+1 = 1
ΔE to the lowest compared entry with this formula, charge and spin = 123.4 kJ/mol
E_HOMO = -7.84 eV
Net charge = 0
Strongest force on any atom = 0.58 eV/A
Kohn-Sham gap = 8.590 eV

Atom charges from the Mulliken analysis, given in e for atoms 1 to 5:
1. C 0.24
2. H 0.29
3. H 0.33
4. H 0.37
5. H 0.43

(2)
Computed, not measured: a structure of composition C24H41DyF3O3P2S, with the ωB97M-V functional and the def2-TZVPD basis.

Element x y z (Å)
H 1.681 -2.254 3.914
C 2.536 -1.720 3.477
H -1.303 6.042 -2.640
C -2.791 3.356 0.468
H -2.846 2.764 1.381
C -1.815 4.273 0.330
C -1.830 5.443 -0.623
C -3.843 3.679 -1.869
C -1.268 0.560 -0.106
H 3.421 -4.250 -1.750
O -0.867 -3.190 1.170
C -4.013 3.250 -0.384
C 2.195 -4.625 2.246
H 3.624 0.722 0.238
H 0.706 2.140 1.903
H 3.421 -1.974 4.083
O -2.856 -3.153 -0.336
H 2.104 -5.046 -0.862
C -1.109 5.177 -1.972
H 1.520 1.754 -2.500
H -4.855 3.834 0.038
H 0.106 2.606 -1.807
C 3.072 -4.540 -0.751
C -0.915 -0.107 -2.870
C 3.667 0.175 1.188
F -2.090 -5.974 -1.167
H -1.007 4.344 1.064
P 0.056 0.254 -1.407
H 3.030 0.705 1.909
H 3.782 -5.277 -0.343
H 2.355 -0.645 3.595
H -2.725 2.264 -3.093
H 1.794 -4.385 3.237
H -1.284 6.280 -0.143
P -0.678 0.187 1.654
F -0.101 -5.827 -0.249
C -0.241 1.786 2.332
H -1.022 2.531 2.139
H 3.069 -5.282 2.388
C -2.587 3.170 -2.507
H -4.349 2.200 -0.373
H 1.433 -5.205 1.706
C 0.858 1.831 -1.625
C 3.358 -2.021 -0.171
H 5.000 -1.770 -1.544
C -2.222 -0.304 2.449
H -0.018 5.198 -1.787
H -0.228 -0.127 -3.727
H -2.014 -0.440 3.519
H 1.460 2.107 -0.749
H -2.150 -0.060 -0.325
O -0.488 -3.138 -1.162
S -1.492 -3.576 -0.134
H 3.777 -0.489 -1.618
H -0.104 1.664 3.416
H 4.704 0.240 1.558
H -0.745 3.604 -3.437
H -1.681 0.666 -3.008
H 3.436 -2.083 -2.314
H -2.981 0.477 2.305
C 2.559 -3.396 1.500
H -2.582 -1.259 2.037
C -1.410 -5.441 -0.134
H -2.845 5.832 -0.823
H -4.699 3.247 -2.420
F -1.893 -5.946 1.020
H -3.962 4.774 -1.952
C 2.951 -3.357 0.133
H -1.547 1.620 -0.162
Dy 0.731 -1.780 0.261
H -1.384 -1.099 -2.771
C 3.919 -1.566 -1.472
C -1.441 3.871 -2.639
C 2.727 -2.087 2.050
C 3.228 -1.234 1.017

Output
DFT total energy = -3430.14731 hartree
2S+1 = 6
ΔE to the lowest compared entry with this formula, charge and spin = 0.0 kJ/mol
E_HOMO (alpha / beta) = -10.55 / -10.57 eV
Net charge = +1
<S²> = 9.147
Strongest force on any atom = 3.28 eV/A
Kohn-Sham gap (alpha / beta) = 6.582 / 7.859 eV

Atom charges from the Mulliken analysis, given in e for atoms 1 to 5:
1. H 0.43
2. C -1.73
3. H 0.37
4. C -0.86
5. H 0.74

(3)
Computed, not measured: an isolated molecule of C4H10N2O, with the ωB97M-V functional and the def2-TZVPD basis.

Element x y z (Å)
O 0.781 0.370 2.419
C -1.125 -1.531 0.053
H -0.872 1.464 -1.594
H 2.005 -0.635 -0.765
C -0.501 1.698 -0.588
H -1.360 -2.594 0.131
N 0.689 0.930 -0.303
H 0.504 -1.696 1.212
C 1.027 0.626 1.251
H -1.284 1.524 0.155
H -1.379 -1.319 -0.987
H -1.852 -0.941 0.615
C 0.968 -0.307 -0.849
N 0.272 -1.213 0.347
H 0.527 -0.503 -1.832
H -0.263 2.765 -0.552
H 1.863 1.360 1.287

Output
DFT total energy = -342.96523 hartree
Structure (SMILES) = CNCN(C)C=O
2S+1 = 1
ΔE to the lowest compared entry with this formula, charge and spin = 620.2 kJ/mol
E_HOMO = -8.05 eV
Net charge = 0
Strongest force on any atom = 5.56 eV/A
Kohn-Sham gap = 8.970 eV

Atom charges from the Mulliken analysis, given in e for atoms 1 to 5:
1. O -0.45
2. C -0.90
3. H 0.32
4. H 0.26
5. C -0.78

(4)
Computed, not measured: the ion C6H11N with charge -1, with the ωB97M-V functional and the def2-TZVPD basis.

Element x y z (Å)
N -2.270 1.210 0.123
C -1.127 0.455 0.443
C -0.125 0.156 -0.453
C 3.061 -2.035 -0.719
H 1.976 -0.617 -2.040
H 4.057 -1.578 -0.767
H -2.247 2.772 1.595
C 1.961 -1.072 -1.051
H -2.095 1.800 -0.676
H 2.915 -2.447 0.282
H -3.072 1.283 2.034
H 3.095 -2.893 -1.409
H 0.938 -1.221 0.781
C 0.931 -0.761 -0.206
H -1.166 -0.057 1.393
H -3.839 2.369 0.873
C -2.885 1.955 1.202
H -0.110 0.680 -1.405

Output
DFT total energy = -289.87877 hartree
2S+1 = 2
ΔE to the lowest compared entry with this formula, charge and spin = 44.6 kJ/mol
E_HOMO (alpha / beta) = 1.09 / -2.28 eV
Net charge = -1
<S²> = 0.767
Strongest force on any atom = 0.74 eV/A
Kohn-Sham gap (alpha / beta) = 3.265 / 6.500 eV

Atom charges from the Mulliken analysis, given in e for atoms 1 to 5:
1. N -0.03
2. C -0.15
3. C -0.88
4. C -1.08
5. H 0.35

(5)
Computed, not measured: a structure of composition C24H26N4S2SiTl, with the ωB97M-V functional and the def2-TZVPD basis.

Element x y z (Å)
C 2.752 -1.129 4.212
C 3.314 0.388 -4.012
C -0.630 2.013 4.090
H 1.252 -2.878 -4.337
Tl 0.607 0.582 1.497
H 4.708 -0.548 4.250
C -1.913 2.102 -5.454
C -2.803 0.806 -3.126
C 0.779 2.182 4.157
H -1.212 -1.162 -1.528
H 0.435 -2.179 -1.434
C -0.010 3.435 2.384
C -3.097 2.515 -4.824
C 1.846 -1.974 -4.225
H -4.430 2.220 -3.128
C -3.525 1.885 -3.647
N 3.816 -0.417 3.787
C 1.165 3.084 3.116
C 1.252 -2.665 5.341
C -1.777 -2.432 4.731
H -4.272 0.012 2.536
Si -0.495 -0.898 -3.077
H -3.685 3.328 -5.244
N 1.536 -0.991 3.737
H 1.556 1.214 -3.075
S 2.939 -2.350 5.460
C 2.010 0.327 -3.507
H 0.733 -3.408 5.939
H -3.162 0.250 -2.260
H -1.134 -3.106 -1.702
C 3.886 -0.735 -4.613
C -1.154 1.061 -4.908
H -0.791 -2.139 -0.176
H -0.063 4.130 1.547
H -0.966 -2.299 -3.457
N -1.204 -0.872 3.104
H 3.584 -2.792 -5.227
C -2.516 -0.814 3.097
H 2.169 3.469 2.946
H 1.429 1.758 4.922
H -1.630 -3.170 5.512
C -1.595 0.408 -3.733
C 1.250 -0.845 -3.618
C 0.651 -1.844 4.392
C -0.666 -2.194 -1.281
H -0.226 0.738 -5.402
H 3.668 0.397 3.212
N -3.274 0.012 2.326
H -2.867 0.836 1.908
C 3.149 -1.920 -4.726
H -1.241 1.464 4.806
H -2.172 2.891 2.720
H 4.932 -0.721 -4.913
C -1.121 2.770 2.989
H 3.880 1.321 -3.941
H -1.587 2.581 -6.379
S -3.332 -1.933 4.156
C -0.748 -1.763 4.080

Output
DFT total energy = -2407.19001 hartree
2S+1 = 1
ΔE to the lowest compared entry with this formula, charge and spin = 0.0 kJ/mol
E_HOMO = -8.73 eV
Net charge = +1
Strongest force on any atom = 4.16 eV/A
Kohn-Sham gap = 4.602 eV

Atom charges from the Mulliken analysis, given in e for atoms 1 to 5:
1. C 0.37
2. C -0.68
3. C -0.38
4. H 0.35
5. Tl 0.63

(6)
Computed, not measured: a structure of composition C45H54ClN2O7PSiTi, with the ωB97M-V functional and the def2-TZVPD basis.

Element x y z (Å)
H 0.935 -1.746 -6.219
N -1.720 -0.276 -0.342
O 0.651 -0.184 1.042
C 3.484 -4.688 1.120
H -1.011 5.176 1.715
C 0.684 -2.084 -5.223
O -2.197 2.575 -3.638
O 0.564 0.945 -2.380
C 0.049 -2.968 -2.669
C -4.907 2.869 -3.310
H 3.928 -5.490 1.694
H -4.831 3.464 -4.221
H 2.326 -4.044 -1.989
H 2.755 1.608 -1.285
H -0.408 1.935 -4.528
C -2.620 2.961 1.775
C -0.255 -3.091 -5.048
C -2.815 0.473 -0.528
H -0.092 0.170 5.734
H 2.058 -0.744 -4.267
H -0.443 3.533 -3.738
H 2.277 3.583 3.421
H 0.552 4.355 1.704
H -0.566 4.170 0.336
H 3.650 -0.488 3.245
C -4.455 -0.884 -3.685
H -0.109 -1.523 6.238
H -0.180 -3.340 -1.677
C 3.253 -3.455 1.713
C 2.690 -2.425 0.976
C -4.228 -1.363 0.080
H -0.939 -2.107 0.232
H -1.404 -2.810 2.932
H 6.596 1.235 -3.084
C 2.586 -3.867 -0.954
C -2.318 0.155 -3.950
H -4.402 3.426 -2.521
H 3.517 -3.295 2.750
C 3.109 1.725 1.644
H -2.525 -1.955 5.558
H -5.957 2.770 -3.046
C 4.293 -1.173 -2.496
C -0.570 -3.537 -3.770
H -6.113 0.429 -3.336
O -0.913 -0.190 3.240
H -1.289 -4.334 -3.635
Cl -5.427 -2.317 -3.577
H -3.175 3.742 2.293
C 3.502 0.970 -1.749
H 3.334 -5.852 -0.675
C -0.633 -2.536 3.654
C 1.316 -1.519 -4.125
Ti 0.174 0.585 -0.440
H 0.333 -2.498 3.144
H -3.012 1.995 2.099
H -5.213 -1.776 0.252
C -2.904 1.389 -3.709
C -1.854 -1.557 0.056
H -0.737 -3.536 -5.908
C -2.377 -1.161 4.827
H 2.527 -1.466 1.441
H 0.115 3.171 3.879
H 3.635 0.385 4.785
H 6.242 -1.197 -3.373
C -4.084 -0.035 -0.307
C -3.105 -0.995 -3.937
C 3.151 -4.892 -0.211
C -3.088 -2.133 0.254
H 4.843 2.618 -2.024
C -5.212 0.840 -0.460
H -1.410 2.292 4.114
C 5.474 -0.586 -2.919
Si 0.211 0.620 2.456
C 2.837 1.510 3.126
N -6.111 1.543 -0.586
C 4.688 1.556 -2.162
H -2.795 3.091 0.706
C 5.672 0.778 -2.755
C -0.954 -1.196 4.299
O 1.498 0.976 3.321
C -0.800 2.502 -3.682
P 1.771 -1.235 -1.375
H 4.827 0.797 3.546
H 2.347 2.381 1.204
H -0.582 -3.318 4.411
C 0.046 -0.856 5.391
H -2.585 -0.207 5.312
C 3.795 0.487 3.713
C 3.290 -0.395 -1.916
H 4.158 -2.240 -2.618
C -0.940 3.140 3.613
C 2.351 -2.623 -0.365
H -3.088 -1.303 4.013
H 1.073 -0.970 5.046
H 2.596 2.684 4.917
H -2.662 -1.961 -4.133
H -1.409 4.049 3.988
O -0.480 1.850 1.578
H 3.144 0.775 1.106
O -0.601 2.343 -1.246
C -0.498 4.262 1.418
C 1.003 -1.962 -2.842
H 4.075 2.211 1.509
C -4.284 1.519 -3.510
C -1.141 3.074 2.107
C 2.910 2.825 3.884
H -1.269 0.053 -4.194
H 3.935 3.196 3.885
H -2.678 1.500 -0.828
C -0.259 1.926 -2.393
C -5.045 0.361 -3.500
H -3.153 -3.167 0.563

Output
DFT total energy = -4323.69832 hartree
2S+1 = 1
ΔE to the lowest compared entry with this formula, charge and spin = 49.9 kJ/mol
E_HOMO = -13.18 eV
Net charge = +2
Strongest force on any atom = 1.04 eV/A
Kohn-Sham gap = 5.769 eV

Atom charges from the Mulliken analysis, given in e for atoms 1 to 5:
1. H 0.49
2. N 1.82
3. O 2.85
4. C -0.84
5. H 0.47